(1)
# C26H79N17O11

A 11-piece molecular cluster, C26H79N17O11 overall (ωB97M-V/def2-TZVPD, OMol25).

SMILES: COC[C@H](C)N.COC[C@H](C)N.COC[C@H](C)N.COC[C@H](C)N.COC[C@H](C)N.NC(N)=O.NC(N)=O.NC(N)=O.NC(N)=O.NC(N)=O.NC(N)=O
Energy above the lowest of the compared OMol25 structures with the same formula, charge and spin, eV: 3.5313
Total charge: 0
F_max, eV/Å: 7.14

Last column: Löwdin charge in e.
Cartesian coordinates (Å):
C  0.623  -0.482  -1.320  -0.102
O  0.071  -0.870  -0.057  -0.195
C  -0.176  0.272  0.786  -0.178
C  -0.943  -0.110  2.067  -0.406
C  -2.441  -0.322  1.869  -0.059
N  -0.849  1.003  2.961  0.065
H  -0.109  0.045  -1.931  0.059
H  0.741  -1.474  -1.757  0.072
H  1.538  0.108  -1.364  0.066
H  0.755  0.830  0.881  0.108
H  -0.789  1.024  0.291  0.109
H  -0.588  -1.077  2.422  0.111
H  -2.996  -0.331  2.807  0.063
H  -2.725  -1.330  1.566  0.058
H  -2.918  0.415  1.223  0.061
H  0.099  1.308  3.128  0.010
H  -1.265  1.872  2.659  0.056
C  -2.332  -1.948  -6.365  -0.094
O  -2.135  -1.752  -4.985  -0.272
C  -3.368  -1.771  -4.199  -0.142
C  -2.946  -1.668  -2.741  -0.452
C  -2.121  -2.862  -2.289  -0.045
N  -4.080  -1.449  -1.855  0.060
H  -2.748  -2.924  -6.615  0.087
H  -1.349  -1.937  -6.835  0.091
H  -3.069  -1.204  -6.668  0.090
H  -4.082  -1.034  -4.566  0.124
H  -3.845  -2.749  -4.276  0.127
H  -2.327  -0.774  -2.662  0.119
H  -1.679  -2.595  -1.329  0.065
H  -1.355  -3.112  -3.024  0.076
H  -2.764  -3.724  -2.114  0.084
H  -4.444  -0.507  -1.857  0.030
H  -3.679  -1.610  -0.942  0.057
C  -0.750  -5.325  0.791  -0.128
O  -0.929  -5.419  2.152  -0.204
C  -1.107  -4.115  2.798  -0.157
C  -1.938  -4.273  4.089  -0.418
C  -2.145  -2.968  4.957  -0.039
N  -1.249  -5.202  4.935  0.024
H  -0.402  -6.294  0.434  0.094
H  -0.075  -4.495  0.580  0.066
H  -1.765  -5.265  0.399  0.091
H  -0.134  -3.721  3.091  0.112
H  -1.505  -3.379  2.099  0.106
H  -2.930  -4.685  3.902  0.133
H  -2.654  -2.139  4.465  0.058
H  -1.126  -2.693  5.230  0.065
H  -2.638  -3.193  5.903  0.072
H  -0.407  -4.802  5.326  0.069
H  -0.836  -5.855  4.285  0.060
C  2.560  -1.419  2.542  -0.076
O  3.230  -2.676  2.356  -0.185
C  2.601  -3.525  1.357  -0.182
C  3.266  -3.543  -0.003  -0.453
C  2.567  -4.275  -1.111  -0.055
N  4.587  -4.157  0.151  0.030
H  2.491  -0.870  1.603  0.073
H  3.114  -0.817  3.263  0.068
H  1.607  -1.633  3.027  0.079
H  2.737  -4.516  1.789  0.132
H  1.535  -3.328  1.239  0.096
H  3.480  -2.502  -0.243  0.123
H  2.334  -5.264  -0.717  0.083
H  3.258  -4.361  -1.949  0.078
H  1.659  -3.772  -1.443  0.064
H  5.159  -3.955  0.958  0.069
H  5.204  -3.774  -0.551  0.064
C  5.819  4.172  -2.732  -0.067
O  4.521  3.527  -2.944  -0.220
C  4.506  2.130  -2.633  -0.179
C  4.576  1.945  -1.095  -0.410
C  4.237  0.530  -0.652  -0.068
N  3.577  2.849  -0.442  0.058
H  6.604  3.633  -3.262  0.082
H  6.109  4.075  -1.686  0.074
H  5.723  5.215  -3.033  0.089
H  3.577  1.742  -3.050  0.123
H  5.311  1.588  -3.128  0.119
H  5.525  2.145  -0.598  0.120
H  4.423  -0.093  -1.527  0.078
H  3.264  0.429  -0.171  0.049
H  4.976  0.147  0.052  0.077
H  3.622  3.633  -1.077  0.053
H  2.713  2.368  -0.648  0.023
N  -4.660  3.344  4.441  0.184
C  -3.646  3.707  3.728  -0.787
N  -3.855  3.582  2.431  0.176
O  -2.639  4.236  4.089  0.039
H  -5.439  2.922  3.955  0.116
H  -4.643  3.435  5.447  0.124
H  -4.539  2.970  2.009  0.110
H  -3.062  3.968  1.940  0.068
N  3.203  1.105  5.359  0.173
C  2.023  1.371  4.912  -0.815
N  1.149  1.313  5.878  0.183
O  1.734  1.549  3.779  0.049
H  3.980  1.124  4.715  0.126
H  3.324  0.821  6.321  0.114
H  1.552  1.208  6.798  0.109
H  0.178  1.466  5.647  0.119
N  0.001  3.453  -3.805  0.196
C  -0.203  3.409  -2.563  -0.791
N  -1.227  4.124  -2.190  0.185
O  0.550  2.891  -1.784  0.041
H  -0.592  4.010  -4.403  0.125
H  0.881  3.136  -4.188  0.117
H  -1.429  4.137  -1.201  0.073
H  -1.832  4.456  -2.927  0.106
N  1.423  -1.102  -5.326  0.170
C  0.962  0.117  -5.210  -0.730
N  -0.254  0.115  -4.616  0.171
O  1.600  1.120  -5.485  0.008
H  2.322  -1.344  -5.718  0.120
H  0.862  -1.772  -4.820  0.104
H  -0.629  1.021  -4.373  0.090
H  -0.907  -0.654  -4.645  0.041
N  0.763  3.819  0.850  0.199
C  -0.432  4.014  1.333  -0.675
N  -0.364  4.768  2.455  0.183
O  -1.444  3.619  0.740  -0.052
H  0.864  3.255  0.018  0.053
H  1.565  4.121  1.385  0.116
H  -1.213  4.751  3.002  0.050
H  0.491  4.744  2.994  0.108
N  -3.699  3.332  -0.821  0.165
C  -4.359  2.327  -1.340  -0.739
N  -4.882  2.718  -2.500  0.161
O  -4.439  1.230  -0.854  0.043
H  -3.609  4.116  -1.451  0.093
H  -3.054  3.101  -0.079  0.064
H  -5.539  2.210  -3.074  0.117
H  -4.424  3.550  -2.844  0.089


(2)
# H3O2

A 2-piece molecular cluster, H3O2 overall (ωB97M-V/def2-TZVPD, OMol25).

Energy above the lowest of the compared OMol25 structures with the same formula, charge and spin, eV: 0.3503
Total charge: -1
F_max, eV/Å: 2.04

Last column: Löwdin charge in e.
Cartesian coordinates (Å):
O  1.137  0.776  -0.248  -0.191
H  0.655  1.214  -0.997  0.014
O  -1.102  -0.911  0.390  -0.650
H  -1.461  -0.142  -0.153  -0.157
H  0.524  0.005  0.016  -0.015


(3)
# C38H30N9O5S3Sn

C38H30N9O5S3Sn as an isolated structure (ωB97M-V/def2-TZVPD, OMol25).

Energy above the lowest of the compared OMol25 structures with the same formula, charge and spin, eV: 1.7290
Total charge: +1
F_max, eV/Å: 0.98

Last column: Löwdin charge in e.
Cartesian coordinates (Å):
Sn  0.237  0.149  -0.441  1.174
C  -0.508  -1.487  2.588  0.004
C  -1.403  -1.133  1.445  -0.281
N  -1.431  0.142  1.069  -0.056
N  -2.578  0.556  0.435  -0.026
C  -2.531  1.390  -0.538  -1.031
S  -1.135  1.871  -1.484  0.668
S  -4.016  2.110  -1.130  0.934
C  -5.259  1.230  -0.162  -0.417
C  -5.605  -0.162  -0.640  -0.287
C  -6.013  -1.105  0.298  -0.047
C  -6.459  -2.355  -0.104  -0.085
C  -6.500  -2.678  -1.452  -0.097
C  -6.073  -1.751  -2.391  -0.082
C  -5.624  -0.502  -1.988  -0.059
C  -2.141  -2.116  0.716  -0.136
C  -2.709  -3.264  1.306  -0.021
C  -3.239  -4.262  0.536  -0.079
C  -3.174  -4.149  -0.864  -0.063
C  -2.569  -3.078  -1.468  -0.006
C  -2.018  -2.029  -0.698  -0.357
O  -1.348  -1.083  -1.307  -0.213
H  -0.113  -0.595  3.064  0.078
H  -1.091  -2.055  3.316  0.098
H  0.323  -2.129  2.288  0.096
H  -4.946  1.219  0.879  0.076
H  -6.138  1.874  -0.236  0.089
H  -5.987  -0.854  1.352  0.115
H  -6.780  -3.075  0.638  0.105
H  -6.860  -3.649  -1.769  0.103
H  -6.096  -1.996  -3.445  0.105
H  -5.297  0.217  -2.728  0.094
H  -2.762  -3.325  2.386  0.117
H  -3.712  -5.120  0.993  0.107
H  -3.607  -4.928  -1.480  0.113
H  -2.504  -2.995  -2.545  0.125
O  5.597  -1.707  -5.877  0.116
N  5.353  -0.844  -5.069  -0.338
O  6.036  0.139  -4.858  0.090
C  4.188  -1.054  -4.185  -0.058
C  3.871  -2.332  -3.910  0.090
C  2.828  -2.640  -2.981  -0.103
C  2.499  -3.955  -2.611  0.037
C  1.519  -4.152  -1.676  0.011
C  0.872  -3.042  -1.123  -0.050
N  1.154  -1.802  -1.478  0.043
C  2.124  -1.596  -2.382  -0.126
C  2.440  -0.232  -2.725  -0.128
N  1.703  0.730  -2.129  0.013
C  1.957  2.001  -2.375  -0.114
C  2.944  2.387  -3.282  0.008
C  3.701  1.430  -3.906  0.044
C  3.478  0.068  -3.619  -0.051
H  4.431  -3.130  -4.377  0.142
H  3.025  -4.788  -3.058  0.134
H  1.235  -5.143  -1.353  0.125
H  0.103  -3.183  -0.374  0.125
H  1.362  2.731  -1.839  0.090
H  3.104  3.438  -3.477  0.126
H  4.472  1.716  -4.603  0.119
N  7.990  2.391  0.773  0.131
C  6.720  1.934  0.927  -0.303
C  5.964  1.536  -0.190  -0.012
C  4.676  1.082  -0.029  -0.050
C  4.117  1.015  1.244  -0.309
C  4.847  1.405  2.361  -0.048
C  6.137  1.859  2.202  -0.010
S  2.490  0.461  1.450  0.664
O  2.255  -0.636  0.458  -0.381
O  2.251  0.124  2.817  -0.259
N  1.416  1.495  0.812  -0.194
C  1.027  2.599  1.598  -0.453
N  -0.178  3.095  1.367  0.125
C  -0.522  4.149  2.102  -0.099
C  0.318  4.696  3.057  -0.038
C  1.554  4.091  3.204  -0.099
N  1.923  3.042  2.475  0.136
H  8.435  2.384  -0.125  0.104
H  8.556  2.613  1.571  0.106
H  6.405  1.581  -1.179  0.114
H  4.105  0.763  -0.891  0.092
H  4.392  1.353  3.339  0.119
H  6.712  2.162  3.068  0.118
H  -1.508  4.559  1.915  0.118
H  0.027  5.548  3.653  0.106
H  2.278  4.454  3.924  0.117


Number 1: energy -2796.5661 hartree. Number 2: energy -152.2700 hartree. Number 3: energy -3743.6957 hartree.